No. 1
79
Properties=species:S:1:pos:R:3:forces:R:3 method="wB97M-V/def2-TZVPD" charge=-1 homo_lumo_gap_ev=6.9
C -2.80836 0.21559 4.79289 0.22 -0.18 -0.72
O -1.74281 0.51788 3.87183 -0.48 -0.51 0.36
C -0.97847 -0.68279 3.56248 0.86 0.74 -0.48
C -0.67558 -0.71051 2.03427 -0.06 -0.27 -1.98
C 0.07818 0.41021 1.42090 -1.23 -2.01 -0.40
C 0.54503 1.60546 2.29723 0.98 -0.03 -0.44
C -0.05302 3.01106 1.90203 0.13 0.14 1.02
C -1.58714 3.01725 1.55410 0.30 1.38 -1.27
S -2.65589 3.72187 2.91667 -0.04 0.06 -0.26
C 0.31624 0.34728 -0.02609 -0.34 -0.77 -0.04
C -0.13539 -0.73800 -0.89147 -1.25 -1.12 3.60
C -0.88539 -1.83995 -0.24378 0.16 0.96 0.71
C -1.39911 -3.02530 -1.16721 2.17 -2.26 -1.22
O -2.60949 -3.20672 -1.39055 0.03 1.13 0.59
O -0.45280 -3.78153 -1.64185 -1.48 2.10 1.47
C -1.16812 -1.84070 1.20468 0.77 1.82 -0.75
C -2.00543 -2.99275 1.86424 0.30 0.75 0.04
C -1.12787 -3.99763 2.73360 -1.08 -1.32 0.03
N -1.35022 -5.37004 2.12498 0.61 0.17 0.22
N -1.71144 -4.07253 4.10595 0.17 0.07 -0.08
N 0.29031 -3.63730 2.81942 -0.92 -0.08 -0.17
N 0.03012 -0.84341 -2.32700 0.77 2.61 -0.39
P -1.45633 -0.24764 -3.08081 -1.93 -1.42 1.43
O -1.94625 -1.50968 -4.07787 0.91 1.23 0.06
Br -0.86932 1.56700 -4.31552 0.21 -0.36 -0.49
C 1.23325 -0.21965 -2.83526 2.74 -0.20 -2.30
C 1.81306 -0.81222 -4.06751 1.19 1.66 0.61
C 1.20095 -2.03844 -4.80443 -0.39 0.80 -0.43
C 0.50911 -1.64244 -6.18433 -0.08 -1.03 0.50
O 1.43041 -1.02389 -7.10515 -0.17 0.87 0.12
C 1.10536 0.34107 -7.32768 -1.01 0.30 -0.22
C 2.14909 1.08750 -8.22408 0.49 0.35 -0.31
F 2.87059 2.02641 -7.50935 -0.79 -1.15 -0.81
F 1.51532 1.80484 -9.23890 0.74 -0.95 1.29
F 3.06253 0.26585 -8.83478 -1.14 0.90 0.74
C 3.02139 -0.18716 -4.65046 -0.47 0.66 1.25
C 3.67803 0.98989 -4.08669 -2.10 -0.40 1.61
C 3.11669 1.57169 -2.86643 -1.27 -1.97 -0.95
C 1.91501 0.95284 -2.29087 0.20 -0.70 -0.48
S 1.22071 1.72714 -0.80551 -0.11 -0.88 -0.35
H -2.34430 -0.22679 5.71564 -0.79 0.30 -0.57
H -3.49148 -0.51431 4.25989 0.47 0.60 0.97
H -3.37936 1.15588 5.01594 0.70 -0.84 -0.19
H -1.51936 -1.58158 3.94628 0.67 0.64 -0.52
H 0.02073 -0.57189 4.08528 -1.06 -0.42 -0.31
H 1.66794 1.68352 2.15038 -1.09 0.00 0.13
H 0.41600 1.43981 3.40163 -0.18 -0.05 -1.32
H 0.59809 3.49038 1.11377 -1.05 -0.62 0.51
H 0.07432 3.67545 2.80919 -0.05 -0.71 -0.95
H -1.72051 3.74092 0.69533 0.02 -0.87 0.84
H -2.00470 2.04421 1.19999 0.42 0.69 0.66
H -3.02132 4.97463 2.45283 0.56 -1.04 -0.06
H -2.77275 -2.55685 2.57315 0.84 -0.24 -0.82
H -2.58119 -3.56877 1.09331 0.83 0.59 0.61
H -0.46156 -5.77221 1.82272 -0.39 0.08 -0.02
H -1.76535 -5.98919 2.82192 0.31 0.15 -0.31
H -1.26246 -4.84363 4.61818 -0.03 0.45 -0.29
H -2.69045 -4.37138 4.02207 0.42 0.34 -0.11
H 0.76527 -4.21244 3.51733 -0.17 0.03 -0.43
H 0.68393 -3.79042 1.88705 0.15 0.19 0.42
H -2.88407 -1.72121 -3.89903 0.65 0.18 0.26
H 2.03290 -2.74528 -5.05017 -0.75 0.47 0.30
H 0.39362 -2.54993 -4.20792 1.05 0.42 -0.30
H 0.18345 -2.61021 -6.66609 0.29 0.96 0.45
H -0.41731 -1.02939 -6.03389 0.92 -0.36 -0.06
H 0.96408 0.91677 -6.37117 0.46 -0.49 -0.84
H 0.10916 0.39990 -7.86697 1.04 0.04 0.37
H 3.46472 -0.63071 -5.57472 -0.57 0.33 0.94
H 4.57139 1.49390 -4.52522 -0.89 -0.80 0.19
H 3.53547 2.47965 -2.35887 -0.38 -1.08 -0.63
C 1.13231 5.45037 6.16327 -0.03 0.11 -0.01
C 0.57573 4.04688 6.01711 0.32 0.05 0.08
O 1.43476 3.25370 5.20562 -0.06 -0.10 -0.11
H 1.24399 5.92100 5.18417 -0.09 -0.04 0.03
H 0.47586 6.06922 6.77911 0.06 0.02 0.00
H 2.12504 5.42719 6.62225 -0.06 0.00 0.09
H -0.40487 4.07242 5.53930 0.10 -0.15 -0.10
H 0.47122 3.56566 6.99546 -0.15 0.10 0.05
H 2.29812 3.22416 5.63419 -0.11 -0.02 -0.09

No. 2
64
Properties=species:S:1:pos:R:3:forces:R:3 method="wB97M-V/def2-TZVPD" charge=+2 multiplicity=5 de_lowest_ev=2.061 homo_lumo_gap_ev="5.4 / 5.1" s2=6.06
C -0.37052 0.25095 1.94625 -0.97 -0.07 2.14
H 0.27621 0.96061 2.48655 -0.42 -0.11 -0.20
H -1.39976 0.65590 1.93752 0.31 -0.05 0.13
H 0.32891 1.67860 0.41462 -0.64 -0.52 -0.92
C -0.34208 -1.10065 2.66704 0.37 -0.26 -0.34
H -0.54558 -1.91792 1.95810 -0.01 0.13 0.21
H 0.67586 -1.28951 3.02999 -0.23 0.03 0.01
C -1.35021 -1.15185 3.81587 -0.05 0.01 0.05
H -1.23747 -2.08889 4.37915 -0.10 0.30 -0.15
H -1.19157 -0.31040 4.50384 -0.10 -0.23 -0.13
H -2.37548 -1.09308 3.41905 0.26 -0.01 0.26
C 0.00741 -0.88602 -2.03158 0.12 -0.97 -0.56
C -0.50356 -1.80429 -1.04020 -0.45 -0.28 -0.13
C -1.71245 -1.24365 -0.50619 0.49 -0.74 0.28
C -1.87273 0.07637 -1.05258 -0.36 0.78 -1.24
C -0.81104 0.29316 -2.01213 -0.97 0.69 0.44
C -0.67287 1.48255 -2.89934 0.05 0.01 -0.05
C -2.98985 1.02753 -0.76238 0.13 -0.13 0.07
C -2.68306 -1.93567 0.39367 0.09 0.07 0.11
C 0.08013 -3.14296 -0.72503 -0.01 -0.08 -0.03
C 1.12057 -1.16895 -2.98057 0.11 0.13 0.28
Ir 0.10644 0.10827 0.00977 1.74 1.48 -0.34
H -2.66045 2.05769 -0.92393 -0.14 -0.15 0.07
H -3.84622 0.83791 -1.42162 0.13 -0.02 0.05
H -3.33677 0.91784 0.27007 0.03 0.07 -0.19
H -1.19418 2.34034 -2.46948 0.13 -0.05 -0.12
H 0.38064 1.73035 -3.04602 -0.26 0.00 -0.07
H -1.11080 1.28012 -3.88260 0.00 -0.02 0.09
H 1.85287 -1.84823 -2.53205 -0.14 0.09 -0.13
H 0.74262 -1.64942 -3.89303 -0.12 0.05 0.16
H 1.62634 -0.24520 -3.27370 -0.08 -0.18 -0.05
H -0.27962 -3.52395 0.23569 0.14 0.09 -0.17
H -0.20631 -3.87228 -1.49319 0.06 0.09 0.08
H 1.17511 -3.08721 -0.70131 -0.25 -0.10 0.02
H -3.12587 -1.23568 1.11025 0.07 -0.16 -0.10
H -3.50661 -2.36546 -0.19372 0.19 0.16 -0.01
H -2.20774 -2.75859 0.93467 -0.16 0.16 -0.09
C 2.68195 2.48317 0.99412 -0.56 0.21 0.28
P 2.22817 0.80570 0.42671 2.05 -0.38 0.62
C 3.09962 0.83593 -1.20828 -0.17 -0.31 -0.01
C 4.08140 -0.07026 -1.63668 -0.15 0.03 -0.17
C 4.62779 0.05762 -2.91836 0.06 0.12 -0.10
C 4.21066 1.06697 -3.79576 -0.24 0.17 0.28
C 3.21910 1.96360 -3.37262 0.16 -0.02 0.14
C 2.68112 1.85180 -2.08855 0.02 0.15 -0.02
C 2.87903 -0.25639 1.79529 0.31 -1.03 -4.66
C 2.70612 0.21017 3.11383 -0.24 1.31 4.48
C 3.14995 -0.52682 4.21057 0.13 0.01 -0.29
C 3.76557 -1.77091 4.01769 -0.26 1.75 3.99
C 3.86064 -2.27942 2.71488 -0.01 -0.98 -3.93
C 3.38390 -1.55824 1.61296 0.05 -0.42 0.20
H 2.38138 3.25375 0.27059 0.04 -0.33 0.21
H 3.77298 2.48996 1.07625 -0.11 -0.05 0.01
H 2.24500 2.73813 1.96979 0.11 -0.06 -0.35
H 4.43305 -0.86994 -0.98724 -0.05 0.22 -0.12
H 5.40883 -0.62515 -3.24888 -0.17 0.09 0.19
H 4.66422 1.18917 -4.78940 -0.24 -0.21 0.55
H 2.88556 2.77193 -4.03152 0.14 -0.32 0.27
H 1.93876 2.58921 -1.76530 0.24 -0.29 -0.13
H 2.20173 1.15907 3.30671 0.21 -0.38 0.03
H 3.02234 -0.12863 5.22060 0.03 -0.13 -0.41
H 4.16115 -2.32507 4.87940 -0.23 0.26 -0.57
H 4.32043 -3.25637 2.56928 -0.21 0.20 -0.15
H 3.39910 -2.02767 0.62945 0.13 0.15 0.23

No. 3
73
Properties=species:S:1:pos:R:3:forces:R:3 method="wB97M-V/def2-TZVPD" charge=0 de_lowest_ev=0.000 smiles="COc1cc(CN([C@@H]2CCCC[C@H]2C)S(=O)(=O)c2ccc(S(=O)(=O)NC3CC3)cc2)cc(OC)c1OC" homo_lumo_gap_ev=8.5
C -1.87541 -1.58535 3.06294 0.03 -0.17 0.13
O -2.12696 -0.39209 2.35851 0.14 0.36 -0.21
C -1.06172 0.32100 1.89421 -0.16 0.26 -0.07
C 0.25880 -0.08546 1.98468 0.03 0.15 0.20
C 1.26218 0.70079 1.43994 -0.26 0.30 0.39
C 2.68696 0.22160 1.44304 -0.25 0.07 0.38
N 3.02404 -0.32262 0.13158 -0.58 -0.88 -0.35
C 4.42353 -0.27752 -0.28432 0.60 -0.04 -0.03
C 5.35797 -0.91689 0.74666 -0.01 -0.14 -0.31
C 6.78430 -0.96531 0.21045 -0.01 0.21 0.28
C 7.25731 0.44229 -0.13673 0.04 -0.18 -0.27
C 6.32162 1.07752 -1.15979 0.03 0.12 0.43
C 4.87998 1.14191 -0.64741 -0.23 -0.14 -0.37
C 3.96829 1.75945 -1.70344 0.12 0.00 0.31
S 2.29731 -1.81347 -0.13274 -0.30 0.04 -0.35
O 2.19489 -2.56628 1.08937 -0.13 0.20 0.14
O 2.94193 -2.44362 -1.24775 0.12 0.19 -0.17
C 0.62647 -1.38839 -0.64018 0.41 -0.02 0.03
C 0.39083 -0.25519 -1.39299 -0.03 -0.09 -0.17
C -0.91774 0.09174 -1.69124 -0.04 0.03 -0.11
C -1.94766 -0.71988 -1.25662 -0.53 0.22 0.06
S -3.64619 -0.23069 -1.55115 0.13 -0.02 0.30
O -3.65327 1.15256 -1.95270 0.18 0.00 0.11
O -4.27799 -1.17039 -2.42615 -0.06 -0.24 0.05
N -4.27021 -0.44825 -0.01778 0.43 -0.19 -0.59
C -5.69515 -0.34324 0.08577 -0.40 0.12 -0.25
C -6.37442 -1.19925 1.11410 0.00 0.00 0.07
C -6.49929 -1.53194 -0.34049 -0.10 -0.01 0.00
C -1.70834 -1.89287 -0.56740 0.19 -0.22 -0.01
C -0.40198 -2.22842 -0.25206 -0.06 -0.18 -0.03
C 0.93385 1.90115 0.83445 0.02 0.06 0.08
C -0.38600 2.33221 0.73181 0.03 0.03 0.02
O -0.73300 3.50673 0.11841 -0.19 -0.38 0.24
C 0.25703 4.23095 -0.56970 0.12 0.15 -0.08
C -1.40580 1.53511 1.26602 -0.12 -0.15 0.18
O -2.74949 1.78053 1.27394 0.44 -0.23 0.07
C -3.30376 2.92641 0.65269 -0.30 0.48 -0.24
H -1.28961 -1.39844 3.96825 0.00 0.00 -0.05
H -1.35733 -2.32078 2.44156 0.00 0.01 0.02
H -2.85586 -1.96856 3.34054 0.08 -0.04 0.00
H 0.52384 -1.02023 2.44885 -0.02 -0.17 0.06
H 2.81833 -0.54778 2.21217 0.09 0.23 0.05
H 3.36142 1.05457 1.64574 0.02 -0.07 -0.04
H 4.44805 -0.88438 -1.19424 0.22 0.15 0.01
H 5.34135 -0.33817 1.67333 -0.03 0.00 0.09
H 4.99373 -1.92300 0.96510 0.03 -0.01 0.11
H 7.44546 -1.41058 0.95614 0.01 -0.08 -0.05
H 6.81317 -1.59172 -0.68292 0.04 -0.09 -0.05
H 7.27775 1.05309 0.76912 0.05 0.05 0.05
H 8.27174 0.40761 -0.53836 0.05 0.05 0.06
H 6.66416 2.08695 -1.39872 -0.04 0.00 -0.10
H 6.34378 0.49030 -2.08018 -0.01 -0.01 -0.13
H 4.86045 1.76949 0.25080 0.04 0.01 0.06
H 2.94798 1.81207 -1.33532 -0.17 0.07 -0.06
H 4.30411 2.76336 -1.95638 0.00 0.09 -0.07
H 3.97696 1.15335 -2.60650 -0.03 -0.07 -0.16
H 1.22526 0.34576 -1.71406 0.03 0.18 -0.03
H -1.16313 0.98563 -2.24304 0.07 0.16 -0.03
H -3.78018 0.13749 0.65278 0.21 0.10 0.07
H -6.10432 0.64486 -0.11384 -0.08 -0.11 0.06
H -7.22870 -0.79078 1.63160 -0.04 0.09 -0.01
H -5.74269 -1.82519 1.72356 0.11 -0.06 0.02
H -7.43987 -1.35525 -0.83773 -0.06 0.08 0.00
H -5.95170 -2.37736 -0.72216 0.11 -0.04 0.00
H -2.54406 -2.50683 -0.27405 -0.03 -0.14 0.12
H -0.15583 -3.11766 0.30722 -0.11 -0.10 0.11
H 1.72800 2.51113 0.43826 0.09 0.12 -0.11
H 0.74126 3.62357 -1.34047 0.01 -0.01 0.03
H -0.27047 5.05786 -1.04294 0.09 -0.03 0.00
H 1.01447 4.63204 0.11155 -0.01 -0.04 -0.04
H -3.21390 2.86703 -0.43370 0.01 0.06 0.16
H -4.35845 2.90527 0.92768 0.03 0.01 -0.04
H -2.85015 3.84533 1.02258 -0.08 -0.09 0.02

No. 4
68
Properties=species:S:1:pos:R:3:forces:R:3 method="wB97M-V/def2-TZVPD" charge=+3 multiplicity=4 de_lowest_ev=0.001 homo_lumo_gap_ev="7.0 / 3.6" s2=3.78
Re -0.42241 0.05615 0.40691 -0.35 0.76 0.56
C 3.29829 -1.71714 -0.70346 0.06 -0.25 -0.09
C 2.90369 -3.02887 -0.95271 -0.05 0.00 0.01
C 1.57563 -3.42841 -0.79056 0.27 -0.07 -0.07
C 0.63091 -2.51269 -0.37254 -0.05 0.44 0.10
C 1.02727 -1.16937 -0.11374 0.51 -0.34 -0.08
C 2.36643 -0.78437 -0.28102 -0.43 -0.08 0.07
C -0.80153 -2.79219 -0.18558 0.04 0.53 0.08
C -1.42438 -4.01464 -0.40674 -0.53 -0.31 -0.01
C -2.78710 -4.11785 -0.22618 0.38 -0.13 -0.09
C -3.54897 -3.00440 0.17593 0.02 0.19 0.03
C -4.95228 -3.05244 0.35421 0.00 0.03 0.01
C -5.63813 -1.93182 0.73010 -0.02 -0.05 -0.01
C -4.95173 -0.71990 0.94681 0.11 0.05 0.01
C -3.59105 -0.64619 0.79052 -0.15 0.13 0.07
C -2.86969 -1.78500 0.39779 0.20 -0.25 -0.07
N -1.50662 -1.71304 0.21977 0.05 -0.42 -0.12
H 4.33195 -1.42885 -0.84090 0.00 -0.02 -0.01
H 3.63736 -3.75308 -1.28206 -0.02 0.01 0.01
H 1.30421 -4.45439 -1.00175 0.01 0.00 0.00
H 2.67872 0.23560 -0.08473 -0.01 0.03 0.01
H -0.84769 -4.86916 -0.72882 -0.01 0.01 0.01
H -3.28676 -5.06367 -0.40167 0.02 0.02 0.00
H -5.47027 -3.98777 0.18343 0.00 0.01 0.00
H -6.71086 -1.96462 0.86074 0.01 -0.01 -0.01
H -5.51189 0.15986 1.23570 0.00 -0.01 0.00
H -3.07916 0.30503 0.96202 -0.01 -0.05 -0.02
C -1.61242 -0.05764 3.86944 0.30 0.16 0.34
As 0.03626 -0.03270 2.85815 -0.18 -0.29 -1.45
C 0.90513 -1.70577 3.27188 0.01 0.20 0.38
C 1.26029 1.33750 3.50454 -0.42 -0.29 0.44
C 0.98448 2.82808 3.22193 0.46 -0.06 -0.02
C 1.95479 3.60278 4.13184 -0.20 0.00 0.08
C 1.35110 3.21284 1.78385 -0.34 0.19 -0.26
As 0.26740 2.55784 0.29880 -0.01 -1.32 -0.34
C -1.32262 3.65983 0.14157 0.26 0.22 0.23
C 1.32090 3.03995 -1.25329 -0.06 0.37 0.22
C -0.46386 3.19440 3.56277 0.65 -0.26 -1.15
As -0.91836 5.14424 3.40952 -1.29 -2.04 2.48
C -2.85850 4.90056 3.46483 -0.28 0.86 -1.07
C -0.66410 5.71660 5.25746 0.64 1.25 -0.23
H -1.35145 -0.00247 4.92677 -0.12 -0.06 0.05
H -2.12347 -0.99886 3.67194 0.02 0.03 -0.05
H -2.25570 0.77980 3.61343 -0.06 -0.04 -0.05
H 1.03772 -1.76601 4.35214 0.05 -0.10 0.01
H 1.87336 -1.74860 2.77807 -0.02 0.01 -0.04
H 0.27718 -2.52998 2.93815 -0.02 0.05 -0.05
H 2.24713 1.04033 3.13794 -0.06 0.10 -0.01
H 1.25950 1.16611 4.58543 0.17 0.12 0.05
H 2.98678 3.28204 3.97870 -0.08 0.03 -0.01
H 1.70174 3.45270 5.18229 0.06 -0.02 0.05
H 1.90552 4.67116 3.91733 0.10 0.11 -0.01
H 2.37480 2.90374 1.55613 -0.04 0.06 0.04
H 1.31015 4.30011 1.67846 0.21 0.17 0.06
H -1.03766 4.70053 0.29696 -0.07 0.13 -0.16
H -2.07659 3.38636 0.87639 -0.05 -0.11 -0.07
H -1.72736 3.54072 -0.86276 0.00 0.04 0.04
H 1.49108 4.11584 -1.22202 0.08 0.01 -0.12
H 0.78181 2.78668 -2.16384 -0.04 -0.05 0.04
H 2.27782 2.52266 -1.23733 -0.03 -0.04 0.03
H -0.70101 2.86781 4.58030 -0.12 0.54 0.11
H -1.16179 2.68306 2.88380 0.09 0.23 0.09
H -3.22386 4.46461 2.53498 0.03 0.02 0.07
H -3.32058 5.88064 3.57489 -0.07 0.00 0.02
H -3.15588 4.27776 4.30905 0.49 -0.07 0.15
H 0.38826 5.88290 5.47528 0.00 -0.03 0.02
H -1.07960 4.98822 5.95399 -0.13 -0.34 -0.38
H -1.18843 6.66358 5.38034 0.00 0.02 0.04